1.
{
  "formula": "C5H11NO",
  "method": "ωB97M-V with the def2-TZVPD basis set",
  "elements": ["C", "C", "C", "C", "N", "C", "O", "H", "H", "H", "H", "H", "H", "H", "H", "H", "H", "H"],
  "xyz": [[1.73, -1.30, -2.02], [0.87, -0.30, -1.79], [0.93, 0.55, -0.57], [0.08, 0.07, 0.69], [0.19, 1.17, 1.69], [-1.37, -0.08, 0.24], [-2.26, -0.38, 1.34], [2.14, -1.29, -3.02], [2.27, -1.83, -1.24], [0.19, 0.10, -2.54], [1.91, 0.53, -0.10], [0.63, 1.59, -0.75], [0.36, -0.87, 1.14], [0.65, 1.93, 1.18], [0.95, 1.01, 2.36], [-1.42, -0.83, -0.56], [-1.88, 0.80, -0.19], [-2.35, 0.43, 1.84]],
  "nbo_charge": [-0.41, -0.17, -0.46, -0.06, -0.84, -0.08, -0.73, 0.21, 0.19, 0.20, 0.21, 0.21, 0.20, 0.34, 0.36, 0.19, 0.17, 0.47],
  "relative_energy_kcal_mol": 66.1,
  "homo_lumo_gap_ev": 9.776,
  "e_lumo_ev": 0.85,
  "total_energy_ev": -8898.8291,
  "charge": 0,
  "max_force_ev_per_a": 3.34,
  "smiles": "C=CC[C@@H](N)CO"
}

2.
{
  "formula": "C5H11NO",
  "method": "ωB97M-V with the def2-TZVPD basis set",
  "elements": ["N", "C", "C", "C", "C", "C", "O", "H", "H", "H", "H", "H", "H", "H", "H", "H", "H", "H"],
  "xyz": [[-0.65, 2.39, -2.01], [0.09, 1.71, -0.91], [0.16, 0.20, -1.09], [-0.97, -0.55, -0.23], [-0.51, -0.84, 1.20], [0.76, -1.65, 1.28], [1.33, -1.71, 2.35], [-0.15, 2.12, -2.85], [-1.59, 2.02, -1.96], [-0.43, 2.05, 0.01], [1.10, 2.11, -0.74], [1.05, -0.17, -0.56], [0.12, -0.12, -2.14], [-1.20, -1.43, -0.84], [-1.86, 0.05, -0.44], [-0.29, 0.17, 1.56], [-1.29, -1.18, 1.90], [1.29, -2.06, 0.42]],
  "nbo_charge": [-0.82, -0.24, -0.42, -0.40, -0.53, 0.42, -0.51, 0.35, 0.35, 0.19, 0.19, 0.19, 0.21, 0.20, 0.21, 0.24, 0.25, 0.13],
  "relative_energy_kcal_mol": 46.2,
  "homo_lumo_gap_ev": 10.516,
  "e_lumo_ev": 0.94,
  "total_energy_ev": -8899.6960,
  "charge": 0,
  "max_force_ev_per_a": 2.96,
  "smiles": "NCCCCC=O"
}

3.
{
  "formula": "C5H11NO",
  "method": "ωB97M-V with the def2-TZVPD basis set",
  "elements": ["C", "C", "C", "N", "C", "C", "O", "H", "H", "H", "H", "H", "H", "H", "H", "H", "H", "H"],
  "xyz": [[2.24, -0.32, -1.13], [1.30, -0.57, 0.00], [0.95, 0.16, 1.25], [0.06, -0.14, 0.13], [-1.12, 0.20, -0.30], [-2.13, 0.80, 0.63], [-1.79, 2.11, 1.09], [1.90, -0.84, -2.03], [3.24, -0.69, -0.89], [2.33, 0.76, -1.36], [-0.02, -2.82, -0.62], [1.12, 1.23, 1.38], [0.79, -0.40, 2.17], [-1.34, 0.00, -1.35], [-0.63, -3.12, -0.92], [-3.10, 0.80, 0.12], [-2.23, 0.20, 1.54], [-1.58, 2.63, 0.30]],
  "nbo_charge": [-0.65, 0.02, -0.23, -0.19, -0.15, -0.12, -0.72, 0.23, 0.23, 0.20, 0.00, 0.18, 0.19, 0.20, -0.02, 0.17, 0.19, 0.46],
  "relative_energy_kcal_mol": 124.9,
  "homo_lumo_gap_ev": 8.002,
  "e_lumo_ev": 0.84,
  "total_energy_ev": -8896.2817,
  "charge": 0,
  "max_force_ev_per_a": 0.39
}

4.
{
  "formula": "C5H11NO",
  "method": "ωB97M-V with the def2-TZVPD basis set",
  "elements": ["C", "N", "C", "C", "O", "H", "H", "H", "H", "H", "H", "H", "C", "C", "H", "H", "H", "H"],
  "xyz": [[2.08, -1.12, -0.08], [1.71, 0.29, -0.43], [0.46, 0.58, 0.31], [-0.20, 1.77, -0.31], [0.10, -0.12, 1.29], [2.26, -1.26, 1.07], [1.24, -2.05, -0.35], [3.02, -1.37, -0.65], [1.45, 0.80, -1.30], [0.49, 2.22, -1.03], [-0.52, 2.41, 0.53], [-1.20, 1.37, -0.50], [-1.72, -0.90, -0.84], [-2.48, -0.44, 0.24], [-2.12, -1.40, -1.72], [-0.69, -0.43, -0.73], [-3.51, -0.53, 0.21], [-2.07, -0.14, 1.23]],
  "nbo_charge": [-0.44, -0.67, 0.67, -0.77, -0.62, 0.25, 0.19, 0.21, 0.40, 0.22, 0.26, 0.29, -0.39, -0.40, 0.21, 0.19, 0.18, 0.24],
  "relative_energy_kcal_mol": 99.1,
  "homo_lumo_gap_ev": 10.372,
  "e_lumo_ev": 0.95,
  "total_energy_ev": -8897.4002,
  "charge": 0,
  "max_force_ev_per_a": 4.82,
  "smiles": "CNC(C)=O.C=C"
}

Repeat the fourth record exactly.
{
  "formula": "C5H11NO",
  "method": "ωB97M-V with the def2-TZVPD basis set",
  "elements": ["C", "N", "C", "C", "O", "H", "H", "H", "H", "H", "H", "H", "C", "C", "H", "H", "H", "H"],
  "xyz": [[2.08, -1.12, -0.08], [1.71, 0.29, -0.43], [0.46, 0.58, 0.31], [-0.20, 1.77, -0.31], [0.10, -0.12, 1.29], [2.26, -1.26, 1.07], [1.24, -2.05, -0.35], [3.02, -1.37, -0.65], [1.45, 0.80, -1.30], [0.49, 2.22, -1.03], [-0.52, 2.41, 0.53], [-1.20, 1.37, -0.50], [-1.72, -0.90, -0.84], [-2.48, -0.44, 0.24], [-2.12, -1.40, -1.72], [-0.69, -0.43, -0.73], [-3.51, -0.53, 0.21], [-2.07, -0.14, 1.23]],
  "nbo_charge": [-0.44, -0.67, 0.67, -0.77, -0.62, 0.25, 0.19, 0.21, 0.40, 0.22, 0.26, 0.29, -0.39, -0.40, 0.21, 0.19, 0.18, 0.24],
  "relative_energy_kcal_mol": 99.1,
  "homo_lumo_gap_ev": 10.372,
  "e_lumo_ev": 0.95,
  "total_energy_ev": -8897.4002,
  "charge": 0,
  "max_force_ev_per_a": 4.82,
  "smiles": "CNC(C)=O.C=C"
}

Look up the charge of the first one.
0

Which value of charge does entry 2 give?
0